Entry 1:
Entry from OMol25: a 2-piece molecular cluster, C5H11NO4 overall in a non-equilibrium geometry (wB97M-V/def2-TZVPD).

* multiplicity: 1
* net charge: 0
* HOMO (spin up / spin down): -10.20 / -10.30 eV
* relative energy (zero: lowest compared OMol25 entry of this formula, charge and spin): 179.9 kcal per mole
* frontier orbital gap (spin up / spin down): 8.42 / 8.68 eV
* E_tot: -15036.8007 eV

Each line ends with the Löwdin charge.
Atoms and positions in Å:
N: -2.3398 -0.0019 4.1478  -0.204
O: -1.6741 -0.5774 4.9891  0.102
O: -3.5247 0.2912 4.1278  0.102
C: 1.5281 -0.8936 -3.0650  -0.118
C: 1.3764 0.0622 -1.8400  -0.260
C: 0.2788 -0.2864 -0.8206  -0.170
C: 0.1445 0.5387 0.4293  -0.399
C: -1.0532 0.0971 1.3203  -0.245
O: -1.3305 0.7112 2.4821  -0.013
O: 0.0063 1.8473 0.0087  0.000
H: 2.3572 -0.5745 -3.7448  0.077
H: 1.7723 -1.9262 -2.7350  0.070
H: 0.5848 -0.9116 -3.6546  0.073
H: 2.3568 0.0599 -1.3791  0.098
H: 1.2933 1.0547 -2.2859  0.103
H: -0.6321 -0.1602 -1.4326  0.130
H: 0.4638 -1.3454 -0.5562  0.133
H: 1.0943 0.4041 0.9342  0.146
H: -1.8832 -0.0377 0.6233  0.129
H: -0.6879 -0.8317 1.7337  0.141
H: -0.1309 2.4801 0.7175  0.106

Cartesian forces, eV/Å:
-2.0 -1.5 2.4
-1.2 1.4 -2.0
3.1 -0.5 -0.2
-0.4 -0.3 0.2
1.1 0.2 -0.7
-0.5 -0.9 -1.7
0.9 0.3 0.6
0.3 -1.5 -0.7
0.2 2.5 -0.2
-0.3 1.4 -0.7
-0.7 -0.1 0.7
-0.3 0.5 -0.2
0.6 -0.1 0.3
0.3 0.1 0.5
-0.4 0.2 0.4
-0.2 -0.5 0.5
-0.5 0.3 0.0
0.3 0.1 0.8
-0.5 0.0 0.2
0.1 -1.4 -0.5
0.1 -0.2 0.3

***

Entry 2:
Entry from OMol25: C5H11NO5 as an isolated structure in a non-equilibrium geometry (wB97M-V/def2-TZVPD).

* multiplicity: 1
* net charge: 0
* HOMO: -9.04 eV
* relative energy (zero: lowest compared OMol25 entry of this formula, charge and spin): 0.0 kcal per mole
* frontier orbital gap: 9.75 eV
* E_tot: -17088.3155 eV

Each line ends with the Löwdin charge.
Atoms and positions in Å:
C: -1.4400 -0.7726 1.6770  0.026
C: 1.6784 0.4822 -2.3781  -0.083
C: 0.9339 1.1081 -1.2062  -0.144
C: -0.6729 0.7387 0.6924  -0.437
C: 0.1927 0.0456 -0.3705  -0.564
N: -0.6165 -1.5326 2.2146  -0.070
O: 0.0290 1.5007 1.5638  0.096
O: -1.7536 1.4024 0.1829  0.063
O: 1.1244 -0.8166 0.1698  0.051
O: -0.7598 -0.6571 -1.1630  0.020
O: -1.1160 -2.6135 2.9684  -0.052
H: -2.5197 -0.7913 1.7013  0.103
H: 0.9804 0.0567 -3.0957  0.072
H: 2.2720 1.2367 -2.8867  0.074
H: 2.3415 -0.3002 -2.0175  0.077
H: 0.2081 1.8402 -1.5612  0.122
H: 1.6346 1.5987 -0.5324  0.124
H: -0.5709 2.1599 1.9342  0.131
H: -2.0919 0.8971 -0.5701  0.118
H: 0.7511 -1.2356 0.9688  0.067
H: -0.2765 -1.3322 -1.6555  0.115
H: -0.3282 -3.0151 3.3638  0.091

Cartesian forces, eV/Å:
1.1 2.9 -1.7
-0.1 0.1 0.2
-0.1 -0.5 0.1
-1.5 -3.3 1.7
0.2 0.7 -0.2
0.9 -0.6 0.5
0.1 0.1 -0.3
0.0 0.3 0.0
0.2 0.0 0.1
-0.1 0.0 0.0
-0.3 0.2 -0.1
-0.3 -0.3 0.2
0.0 0.0 -0.1
0.1 0.0 -0.1
0.1 -0.1 -0.1
0.0 0.0 0.1
0.0 0.1 0.0
0.0 0.0 0.0
0.1 -0.1 0.0
0.0 0.0 0.0
0.0 0.1 0.1
-0.1 0.3 -0.2

***

Entry 3:
Entry from OMol25: one molecule with the formula C5H11NO5 in a non-equilibrium geometry (wB97M-V/def2-TZVPD).

* multiplicity: 1
* net charge: 0
* HOMO: -10.20 eV
* relative energy (zero: lowest compared OMol25 entry of this formula, charge and spin): 61.5 kcal per mole
* frontier orbital gap: 10.78 eV
* E_tot: -17085.6486 eV

Each line ends with the Löwdin charge.
Atoms and positions in Å:
C: -1.8628 0.1787 1.4049  -0.021
C: 1.5774 2.0038 0.5312  0.018
C: -0.4120 0.4646 -2.2971  0.002
C: 0.3132 -1.5509 -0.2100  0.026
C: 0.1625 0.1599 0.0989  -0.617
N: 0.7575 -2.3809 0.8626  -0.430
O: 1.8751 -2.2692 1.2970  0.098
O: -0.0414 -3.1649 1.3121  0.074
O: -0.4035 0.3218 1.3596  -0.077
O: 1.4002 0.6354 -0.0106  -0.037
O: -0.7182 0.6510 -0.8538  -0.096
H: -2.0345 -0.8639 0.9577  0.109
H: -2.4899 0.9547 0.8291  0.118
H: -2.0053 0.1380 2.4631  0.080
H: 1.4458 2.1374 1.5657  0.074
H: 0.7852 2.5967 0.1623  0.076
H: 2.5564 2.2793 0.1518  0.101
H: -1.1352 -0.3803 -2.4938  0.117
H: 0.5378 0.2839 -2.6336  0.060
H: -0.6930 1.3236 -2.8453  0.075
H: 0.9990 -1.5367 -1.0448  0.123
H: -0.6145 -1.9822 -0.6068  0.128

Cartesian forces, eV/Å:
0.6 -1.4 -1.8
0.2 -1.3 -1.7
-4.0 -1.5 2.2
-1.1 2.9 -2.0
-1.4 -3.6 0.0
0.4 -0.2 0.9
1.0 0.5 -0.1
-1.1 -0.7 0.3
-0.4 1.1 -1.0
1.1 1.3 1.3
0.8 0.8 -1.1
-0.4 1.5 0.7
1.3 -1.0 1.1
-0.7 0.2 0.5
0.4 -0.8 1.6
-0.6 0.9 -1.1
-0.1 0.3 0.2
1.1 0.8 -0.7
2.8 -0.9 0.2
-0.8 1.1 -0.1
0.6 -0.3 0.2
0.1 0.4 0.5

***

Entry 4:
Entry from OMol25: a 2-piece molecular cluster, C5H11NO7P overall in a non-equilibrium geometry (wB97M-V/def2-TZVPD).

* multiplicity: 1
* net charge: -1
* HOMO: -5.94 eV
* relative energy (zero: lowest compared OMol25 entry of this formula, charge and spin): 0.0 kcal per mole
* frontier orbital gap: 9.18 eV
* E_tot: -30478.0424 eV

Each line ends with the Löwdin charge.
Atoms and positions in Å:
C: 0.8707 -1.0126 -0.3987  -0.246
C: 1.4156 -0.3261 0.8365  -0.214
C: -0.5948 -0.5165 -0.4596  -0.242
C: 0.2036 0.2486 1.4921  -0.466
C: -1.6768 -1.5290 -0.9701  -0.155
N: 0.3080 0.9771 2.5108  0.169
O: -1.8298 1.9800 -1.6593  -0.378
O: -0.9404 4.2993 -0.9097  -0.385
O: 0.4900 2.2001 -0.7164  -0.232
O: -0.9030 -0.0459 0.8355  0.051
O: 1.5962 -0.6779 -1.5667  -0.010
O: 2.2313 -1.1963 1.7000  -0.004
O: -2.8894 -0.7458 -1.0495  -0.117
P: -1.0574 2.8395 -0.7303  0.268
H: 0.8182 -2.0687 -0.3147  0.149
H: 1.9775 0.6030 0.5471  0.162
H: -0.8751 0.2758 -1.1812  0.103
H: -1.9259 -2.3608 -0.2985  0.121
H: -1.5211 -1.8308 -1.9725  0.105
H: -0.5598 1.3602 2.9082  0.066
H: 2.2672 -0.7770 2.5333  0.047
H: 0.9302 2.4861 -1.5126  0.046
H: 1.6705 0.2915 -1.5673  0.080
H: -1.1309 2.4024 0.5475  0.020
H: -2.6735 0.2212 -1.2135  0.063

Cartesian forces, eV/Å:
-0.5 1.6 -0.6
1.4 0.1 0.4
-1.1 -1.5 -1.9
0.3 0.3 1.0
-1.1 2.1 1.8
-0.1 0.1 1.1
-1.1 -0.5 -0.4
-0.3 0.5 0.1
0.5 -0.2 -0.1
-1.1 -0.2 0.2
0.2 -0.1 -0.1
-1.1 0.1 -2.6
-0.1 0.7 0.1
1.6 0.1 -0.6
0.5 -1.1 0.2
-0.1 -1.0 0.1
1.5 0.1 0.4
0.4 0.0 -0.1
1.1 -0.7 -0.9
0.3 -0.4 -0.6
0.0 0.9 1.5
0.3 0.3 -0.5
-0.2 -0.4 0.0
-1.1 0.1 1.4
-0.1 -1.1 0.1

***

Entry 5:
Entry from OMol25: C5H11NP as an isolated structure in a non-equilibrium geometry (wB97M-V/def2-TZVPD).

* multiplicity: 1
* net charge: +1
* HOMO: -13.70 eV
* relative energy (zero: lowest compared OMol25 entry of this formula, charge and spin): 31.8 kcal per mole
* frontier orbital gap: 9.25 eV
* E_tot: -16132.9707 eV

Each line ends with the Löwdin charge.
Atoms and positions in Å:
C: -0.5491 0.3914 -1.5488  -0.232
C: 0.0550 1.5836 0.5297  -0.210
C: -1.0659 -0.8926 -0.7421  -0.216
C: 0.2484 0.4270 1.4966  -0.292
C: 1.4024 -2.2353 0.4126  -0.101
N: 0.5040 0.9397 -0.7407  -0.163
P: 0.2399 -1.0195 0.4829  1.031
H: -0.0631 0.1702 -2.5360  0.146
H: -1.3004 1.1619 -1.6815  0.113
H: -0.9680 1.9774 0.3832  0.123
H: 0.7359 2.4879 0.9339  0.178
H: -2.0494 -0.8450 -0.2608  0.102
H: -0.7655 -1.8204 -1.4159  0.139
H: 1.2638 0.6134 1.8794  0.112
H: -0.3349 0.3622 2.4231  0.108
H: 1.2968 -2.9910 -0.2386  -0.027
H: 1.8948 -2.6163 1.3158  0.048
H: 1.0658 1.5742 -1.2962  0.140

Cartesian forces, eV/Å:
-0.4 -0.3 -0.2
0.6 1.6 -0.1
2.3 -0.8 -2.3
0.7 0.5 2.3
-1.7 2.9 3.5
1.3 1.4 0.5
1.9 -1.5 -0.6
-0.9 -0.3 0.9
-0.6 -0.2 -0.3
0.3 -0.3 0.4
-1.5 -2.0 -1.5
0.2 -0.3 -0.5
-1.6 1.6 1.3
-0.1 -0.7 -0.1
-0.4 0.1 -0.4
-0.7 -2.4 -2.8
0.4 1.0 -0.2
0.3 -0.1 0.1

***

Entry 6:
Entry from OMol25: one molecule with the formula C5H11NS in a non-equilibrium geometry (wB97M-V/def2-TZVPD).

* multiplicity: 1
* net charge: 0
* HOMO: -8.89 eV
* relative energy (zero: lowest compared OMol25 entry of this formula, charge and spin): 54.6 kcal per mole
* frontier orbital gap: 9.79 eV
* E_tot: -17686.0958 eV

Each line ends with the Löwdin charge.
Atoms and positions in Å:
C: 1.8322 -0.9345 -0.7346  -0.124
C: 1.5802 -0.2724 0.5635  -0.212
C: 0.4898 -0.0316 1.2008  -0.193
C: -0.9336 -0.3574 0.9478  -0.482
C: -1.5935 0.9387 0.1940  -0.294
H: 2.8511 -0.8047 -1.0938  0.055
H: 1.3570 -2.0975 -0.8507  0.125
H: 1.1728 -0.3908 -1.5185  0.073
H: 2.4449 0.0031 1.1249  0.097
H: 0.6934 0.4364 2.0891  0.085
H: -1.4879 -0.7113 1.7387  0.028
H: -1.0699 -1.2328 -1.1821  -0.174
H: -2.6731 0.7518 -0.0697  0.105
H: -1.5145 1.9462 0.7294  0.115
H: -1.1378 2.1756 -1.4329  0.131
H: 0.1879 1.3256 -0.5793  0.064
N: -0.7778 1.1917 -1.0181  -0.081
S: -1.4211 -1.9361 -0.1084  0.681

Cartesian forces, eV/Å:
-3.0 -1.7 -2.5
2.3 -1.2 -1.3
-2.4 -1.2 0.2
-0.9 1.0 -3.8
-0.1 0.1 0.4
0.0 -0.5 0.2
1.8 3.1 0.6
1.1 -0.8 1.0
0.8 0.4 0.0
-0.2 1.2 2.4
-0.9 0.3 2.5
-0.1 -0.2 -0.6
1.2 0.0 0.3
-0.4 -1.7 0.5
1.5 -3.0 1.2
-1.5 0.3 -1.3
0.0 2.3 -0.3
0.9 1.7 0.5